Entry 1:
A structure of composition C13H23N5PtSSe2 in a non-equilibrium geometry. Source: OMol25; level of theory: the ωB97M-V functional and the def2-TZVPD basis.

```
45
Properties=species:S:1:pos:R:3:forces:R:3:mulliken_charge:R:1
Pt 0.2687 0.3804 0.2431 1.0796 -1.5562 0.3835 1.28
C -3.8776 -3.1334 0.1753 0.0338 -0.2108 0.0161 -0.84
N -3.9956 -1.6828 0.1180 -0.0020 0.1370 -0.0083 0.19
C -5.1808 -0.9867 -0.0092 -0.0707 -0.0691 0.0454 -0.62
C -4.8799 0.3146 -0.0532 0.0130 0.1124 -0.0521 -0.39
N -3.4884 0.4348 0.0477 -0.0610 -0.3369 -0.0013 0.33
C -2.9630 -0.8239 0.1552 -0.0825 0.1649 0.0582 0.26
S -1.3737 -1.4213 0.3721 0.2196 0.3075 0.1231 -0.57
C -2.8353 1.7013 -0.0126 0.2120 0.4003 0.0071 0.77
C -3.5720 2.8528 0.2475 -0.2244 -0.1856 0.1453 -0.79
C -2.9731 4.0845 0.0833 0.0408 0.0462 -0.0137 -0.56
C -1.6565 4.1427 -0.3466 0.0550 -0.0387 0.0617 -1.03
C -0.9928 2.9527 -0.5575 -0.3452 0.0948 -0.0377 -0.17
N -1.5621 1.7442 -0.3765 -0.3625 0.5093 -0.4390 -0.11
H -4.8774 -3.5564 0.1876 -0.0095 0.0272 0.0059 0.31
H -3.3428 -3.4417 1.0712 -0.0296 0.0805 0.0404 0.34
H -3.3399 -3.5073 -0.6946 -0.0055 0.0690 -0.0267 0.35
H -6.1387 -1.4739 -0.0505 0.0312 -0.0587 -0.0419 0.44
H -5.5355 1.1523 -0.1869 0.0509 0.0412 -0.0145 0.44
H -4.5959 2.7922 0.5820 0.0053 0.0402 0.0229 0.36
H -3.5330 4.9894 0.2766 -0.0182 -0.0136 0.0104 0.46
H -1.1546 5.0851 -0.5115 -0.0058 0.0008 -0.0181 0.44
H 0.0192 2.9445 -0.9327 0.0165 -0.0239 0.0232 0.47
C 0.4594 -0.6178 3.6909 0.1082 -0.0976 -0.0105 -0.97
Se 0.0807 1.0158 2.7221 0.2106 -0.3238 -1.6862 0.12
C 1.8110 1.9262 2.8252 -0.1641 0.0782 0.2595 -0.88
C 2.9610 1.2070 2.1809 0.2438 -0.1186 0.0454 -0.67
Se 2.6766 0.9497 0.2677 -0.6418 0.2687 -0.0978 0.05
C 3.5875 -0.7455 0.0228 -0.0411 -0.1616 0.1367 -1.01
H 0.6870 -0.3606 4.7230 -0.0220 0.0590 -0.0127 0.42
H 1.2794 -1.1631 3.2342 -0.0010 0.0191 -0.0258 0.29
H -0.4466 -1.2173 3.6525 -0.0120 0.0239 -0.0362 0.34
H 2.0252 2.0953 3.8813 -0.0674 0.0206 0.0112 0.50
H 1.6248 2.8951 2.3612 0.0040 0.0189 0.0284 0.40
H 3.1545 0.2288 2.6182 -0.0614 -0.0064 0.0149 0.37
H 3.8599 1.8140 2.2911 0.0439 -0.0553 -0.0563 0.47
H 4.6375 -0.6084 0.2709 0.0005 0.0518 -0.0383 0.41
H 3.4976 -1.0168 -1.0262 0.0328 0.0464 -0.0180 0.33
H 3.1397 -1.5172 0.6423 -0.0366 0.0427 0.0262 0.34
N 0.5105 1.0509 -2.6654 -0.0384 0.1427 -0.2002 -0.43
N 0.4230 -0.1801 -1.9383 -0.2375 0.7991 1.2128 -0.58
H 0.1999 0.9376 -3.6258 0.1360 -0.1490 -0.0137 0.28
H 1.4709 1.3729 -2.6664 0.0150 -0.0664 -0.0115 0.23
H 1.1111 -0.8703 -2.2339 -0.0277 -0.0659 0.1326 0.26
H -0.5016 -0.5709 -2.0981 0.0154 -0.0643 0.0495 0.36
```
Forces are in eV/Å.

The HOMO energy comes out at -13.917 eV. Its charge is +2. Its energy relative to the best compared isomer or geometry (same formula, charge and spin) is 0.000 eV. The frontier orbital gap is 7.3 eV.

Entry 2:
A structure of composition C13H24AsCl2N3O2SeSi2Ti. Source: OMol25; level of theory: the ωB97M-V functional and the def2-TZVPD basis.

```
49
Properties=species:S:1:pos:R:3:forces:R:3:mulliken_charge:R:1
Ti 0.8753 0.7611 0.3091 0.0335 -0.1728 -0.0255 0.22
O 2.3814 -0.3197 -0.6369 -0.0392 0.0337 -0.0919 -0.51
C 2.1944 0.3966 -1.6582 -0.0215 -0.0236 0.1110 0.12
O 1.3276 1.3257 -1.5776 -0.1050 -0.0139 -0.0101 -0.47
H 2.7475 0.2333 -2.5859 0.0216 0.0152 0.0111 0.43
Se -0.4614 3.0804 3.0353 -0.0010 -0.0364 0.0322 0.23
N 0.2425 2.2945 4.4785 0.0181 0.0343 -0.0312 -0.83
C 0.9601 1.2348 4.0907 -0.0324 0.0041 -0.0091 0.49
C 1.7093 0.3286 4.8582 0.0164 -0.0334 -0.0082 -0.57
C 2.3917 -0.6945 4.2007 -0.0078 0.0122 0.0162 -0.69
C 2.3493 -0.8394 2.8240 -0.0054 0.0258 -0.0115 -0.48
N 1.6277 0.0133 2.0651 -0.0291 -0.0264 0.0681 0.21
C 0.9667 0.9975 2.6878 0.0393 -0.0183 0.0316 0.85
N 0.2719 1.8391 1.8977 -0.0634 -0.0069 -0.0730 -0.15
H 1.7533 0.4315 5.9334 0.0030 0.0030 -0.0012 0.49
H 2.9767 -1.4020 4.7704 -0.0002 0.0089 0.0108 0.41
H 2.8816 -1.6229 2.3051 -0.0052 -0.0003 -0.0079 0.49
C -4.1764 0.1165 -0.9037 -0.0126 -0.0003 0.0271 -1.03
Si -2.4383 0.6573 -1.2861 0.0300 -0.0104 -0.0083 0.34
C -2.1208 2.4107 -0.7169 0.0248 0.0260 0.0024 -0.71
C -2.0196 0.4515 -3.0896 0.0178 0.0052 -0.0170 -0.97
As -1.0103 -0.6886 0.0576 0.0889 0.0637 0.0285 0.24
Si -0.3709 -2.6288 -1.1660 -0.0414 0.0008 -0.0056 0.25
C -2.0023 -3.4562 -1.5250 -0.0304 0.0041 -0.0057 -1.01
C 0.6857 -3.6073 0.0139 0.0366 0.0181 0.0168 -1.02
C 0.5608 -2.2586 -2.7445 0.0167 -0.0039 0.0073 -1.04
H -4.8909 0.7179 -1.4714 -0.0014 0.0015 0.0005 0.35
H -4.3983 0.2344 0.1581 -0.0081 0.0069 -0.0060 0.32
H -4.3375 -0.9307 -1.1648 0.0103 -0.0015 -0.0104 0.31
H -2.8357 3.0978 -1.1761 -0.0075 -0.0039 0.0024 0.45
H -1.1222 2.7513 -1.0076 -0.0090 -0.0184 -0.0024 0.00
H -2.2242 2.4942 0.3672 -0.0220 0.0193 -0.0071 0.14
H -2.6809 1.0769 -3.6952 0.0003 0.0022 0.0028 0.43
H -2.1449 -0.5800 -3.4233 -0.0152 -0.0005 0.0071 0.29
H -0.9910 0.7566 -3.2899 -0.0044 0.0187 -0.0064 0.24
H -2.5716 -3.6205 -0.6086 0.0087 -0.0092 -0.0026 0.33
H -1.8384 -4.4261 -2.0009 0.0062 0.0009 -0.0025 0.38
H -2.6159 -2.8557 -2.2000 0.0048 -0.0042 -0.0081 0.28
H 0.1638 -3.7979 0.9526 -0.0019 -0.0056 -0.0010 0.32
H 1.6072 -3.0629 0.2324 0.0034 -0.0126 0.0062 0.18
H 0.9632 -4.5693 -0.4234 -0.0059 0.0009 -0.0109 0.40
H 0.1873 -1.3751 -3.2633 0.0067 -0.0022 0.0052 0.32
H 0.4553 -3.1061 -3.4269 0.0037 -0.0088 0.0108 0.43
H 1.6256 -2.1370 -2.5410 -0.0111 0.0024 -0.0211 0.28
Cl 1.1258 4.2834 -0.1815 -0.0039 0.0345 -0.0223 -0.07
C 2.7466 4.1847 0.4999 0.0241 0.0186 0.0157 -0.36
Cl 3.2755 2.4978 0.7575 0.0584 0.0237 -0.0194 -0.05
H 2.7558 4.6750 1.4655 -0.0060 0.0170 -0.0053 0.33
H 3.4417 4.6367 -0.1961 0.0175 0.0120 0.0179 0.38
```
Forces are in eV/Å.

The HOMO energy (alpha / beta) comes out at -10.004 / -11.370 eV. Its charge is +1. The spin multiplicity is 2. Its energy relative to the best compared isomer or geometry (same formula, charge and spin) is 0.022 eV. The frontier orbital gap (alpha / beta) is 5.8 / 6.9 eV.

Entry 3:
A cluster of 2 separate species, C13H24BBrF13N3O3PS in total in a non-equilibrium geometry. Source: OMol25; level of theory: the ωB97M-V functional and the def2-TZVPD basis.

```
60
Properties=species:S:1:pos:R:3:forces:R:3:mulliken_charge:R:1
C -1.3860 5.5473 2.0340 1.1819 -0.2713 0.3585 -1.17
C -1.5528 3.9170 2.0722 0.0088 -0.2482 -1.2382 0.17
B -3.0953 3.3716 1.8621 -0.6695 2.4292 2.2637 0.33
O -4.2183 4.0123 2.6025 2.7987 0.1185 -3.1928 -0.52
N -3.4688 2.2308 0.8847 2.2023 -2.7919 1.1368 0.00
C -2.7879 1.0076 0.8614 -1.7667 0.6495 0.0869 -0.20
N -1.6444 0.6811 1.7959 -2.5342 0.2576 -1.8270 -0.14
C -0.4380 0.1085 1.0545 0.4347 -0.1960 -0.5584 0.13
C 0.8542 1.0211 1.4833 0.9416 -0.4177 0.8065 -0.92
C 2.2995 0.4681 0.8466 -2.0280 -0.2735 2.6408 0.85
F 3.3027 0.7286 1.9464 -2.6168 -1.1974 -4.0668 -0.31
F 2.0750 -0.9924 0.6109 1.6165 4.2583 0.3321 -0.19
C 2.5831 1.3360 -0.5159 -0.1420 2.4025 0.7334 0.52
F 1.2899 1.4772 -1.2182 4.0153 -0.5987 1.7111 -0.19
F 2.9556 2.7234 -0.0471 -1.3806 -4.3914 -1.4471 -0.31
C 3.8360 0.8160 -1.4332 3.0934 0.1519 2.0703 0.37
F 4.6310 -0.1047 -0.5299 -2.7585 2.8819 -2.7689 -0.28
F 4.7860 1.9475 -1.6924 -3.5086 -3.9618 0.3062 -0.25
C 3.4569 -0.0910 -2.7251 1.3653 -5.0019 1.6538 0.77
F 2.2696 -0.9911 -2.4719 4.2260 3.2496 -0.1110 -0.22
F 4.6075 -1.0526 -2.9196 -3.8194 3.5366 0.7888 -0.25
S 3.1950 0.7606 -4.3469 -1.5051 -0.2144 -5.8936 1.14
F 3.5984 -0.7493 -5.1330 -0.8885 3.3759 1.6046 -0.31
F 1.5443 0.1924 -4.3393 3.1957 1.7907 -0.1814 -0.31
F 2.6748 2.2404 -3.6799 1.4468 -3.0643 -0.8651 -0.27
F 4.8233 1.2501 -4.5331 -3.7066 -0.8547 1.1033 -0.26
F 2.8783 1.4104 -5.9005 0.7388 -1.2087 3.3902 -0.27
N -3.2727 -0.0625 -0.1293 -0.0227 3.8186 2.2444 -0.22
P -3.4265 0.5892 -1.7835 -1.7880 -0.7788 -2.3963 0.35
O -5.0241 1.3280 -1.9876 2.8658 1.0003 0.7836 -0.53
Br -1.9301 2.2906 -2.1513 -0.6744 -0.3946 0.8403 -0.11
H -1.7673 5.9963 3.0455 0.5326 -0.6084 -2.1543 0.35
H -0.2133 5.7616 1.9816 -2.6349 -0.3845 0.1879 0.31
H -1.8418 6.0338 1.0719 0.6144 -0.9190 2.0112 0.31
H -0.9310 3.4975 1.1444 -1.0313 0.6919 2.2688 -0.09
H -1.1785 3.4924 3.1041 -0.4792 0.7570 -2.1360 0.21
H -4.0874 5.0224 2.5292 -0.1183 -2.2416 0.6368 0.35
H -4.2862 2.4491 0.2529 1.0163 -1.0868 0.7300 0.32
H -2.0009 -0.0623 2.4518 0.2137 1.0873 -0.8106 0.38
H -0.3652 -1.0231 1.3874 0.2588 2.4714 -0.9241 0.03
H -0.6387 0.1828 -0.0966 0.5951 -0.3211 2.1593 0.14
H 0.9766 0.9624 2.6701 -0.1786 0.0699 -2.7109 0.32
H 0.7840 2.1538 1.1993 -0.1649 -2.2948 0.4678 0.18
H -4.2315 -0.3696 0.2143 1.3077 0.2480 -0.5270 0.45
H -4.9327 2.2606 -2.3510 -0.2318 -1.4872 0.4756 0.32
C -0.2292 -6.5101 1.7098 0.2605 0.0285 -0.0352 -1.03
C -1.1623 -5.4428 1.1656 -0.0367 -0.1483 0.1070 -0.33
O -0.7062 -4.1140 1.4067 -0.1187 0.2914 0.0866 -0.42
C 0.5436 -3.7538 0.8270 -0.0746 -0.0524 -0.0729 0.24
C 0.5520 -3.8333 -0.6902 -0.0164 -0.2203 -0.0791 -1.04
H -0.0196 -6.3367 2.7701 -0.1093 -0.0376 -0.1140 0.28
H -0.6747 -7.5027 1.5944 0.0365 0.1477 0.0164 0.40
H 0.7298 -6.5107 1.1833 -0.1008 -0.0855 0.0128 0.26
H -2.1313 -5.5353 1.6691 0.1646 0.2596 -0.0478 0.31
H -1.3530 -5.5911 0.0976 0.0758 -0.0244 -0.0110 0.31
H 1.3506 -4.3546 1.2587 0.0052 -0.0162 -0.0682 0.33
H 0.7368 -2.7170 1.1237 -0.1607 -0.3123 0.1245 -0.29
H 0.4450 -4.8658 -1.0369 0.0784 0.1322 0.0036 0.39
H 1.4933 -3.4433 -1.0881 -0.0915 -0.0266 0.0553 0.30
H -0.2775 -3.2589 -1.1125 0.0664 0.0264 0.0385 0.28
```
Forces are in eV/Å.

The HOMO energy comes out at -11.845 eV. Its charge is +1. Its energy relative to the best compared isomer or geometry (same formula, charge and spin) is 9.690 eV. The frontier orbital gap is 6.5 eV.

Entry 4:
A structure of composition C13H24CrN2O11PSSb in a non-equilibrium geometry. Source: OMol25; level of theory: the ωB97M-V functional and the def2-TZVPD basis.

```
54
Properties=species:S:1:pos:R:3:forces:R:3:mulliken_charge:R:1
Cr 0.2123 0.5269 0.2048 -0.9472 1.0538 -0.2016 -0.24
O -1.0627 4.2315 1.9755 0.1075 -0.0716 -0.0635 -0.75
C -1.1336 3.0966 1.5279 -0.1998 0.7326 -0.0251 0.50
O -0.9703 2.0294 2.2340 0.0089 -0.6141 0.2534 -0.72
C -1.5555 2.8771 0.0381 -0.4931 0.5790 0.0974 0.53
O -2.3998 3.6232 -0.4492 0.2677 -0.1963 0.1625 -0.78
O -1.0289 1.8716 -0.5476 -0.1611 -0.4135 -0.4348 -0.04
C -1.0367 0.5304 -5.1988 0.1562 0.2918 0.2199 -1.61
Sb 0.0745 0.9852 -3.2758 -0.5862 -0.9284 -1.7209 1.09
C 1.8323 -0.0336 -4.1214 -0.3591 0.3253 0.2792 -1.38
C -0.8358 -0.8651 -2.5219 0.3738 0.4603 0.1724 -1.23
H -0.9584 -0.4971 -5.5391 0.1427 -0.3564 0.0671 0.45
H -0.6959 1.1717 -6.0053 0.1636 0.2382 -0.2323 0.34
H -2.0860 0.7505 -5.0420 -0.3912 0.0770 0.0838 0.39
H 1.6371 -0.4172 -5.1189 -0.0484 -0.0477 -0.1338 0.40
H 2.1034 -0.8295 -3.4364 0.0237 -0.1666 0.0411 0.31
H 2.6416 0.6865 -4.1315 0.2239 0.1258 -0.0704 0.35
H -0.1603 -1.7068 -2.6645 0.0980 -0.0536 -0.0354 0.37
H -1.7820 -1.0599 -3.0192 -0.1142 0.0538 -0.0183 0.50
H -1.0079 -0.7133 -1.4565 -0.2431 -0.2970 0.0194 0.14
C -3.1512 -2.1252 1.1420 0.0917 0.1449 0.0070 -0.92
O -2.0655 -1.3126 0.7671 0.1687 -0.0124 0.1349 -0.21
P -1.6192 0.1474 1.5119 -1.2088 -1.1129 0.7784 1.13
O -3.1535 0.6641 1.5244 0.1682 0.0645 -0.3263 -0.38
C -3.6483 1.6709 2.3855 -0.0366 0.1425 0.2542 -0.84
O -1.5675 -0.3984 3.0587 -0.2486 0.1368 -0.0958 -0.41
C -0.3093 -0.6008 3.6660 0.0847 0.0501 0.0486 -0.68
H -3.2214 -2.2155 2.2301 -0.0239 -0.0561 0.0211 0.31
H -2.9811 -3.1099 0.6990 -0.0841 -0.0600 0.0687 0.19
H -4.0924 -1.7237 0.7613 -0.0694 0.0316 -0.0041 0.24
H -4.7157 1.4656 2.5156 0.0693 0.0596 -0.0504 0.25
H -3.5028 2.6653 1.9591 -0.1338 -0.0849 -0.0051 0.31
H -3.1430 1.6266 3.3499 -0.0661 0.0524 0.0322 0.33
H -0.5173 -0.8479 4.7123 0.1919 0.0684 -0.0945 0.30
H 0.3007 0.3026 3.5912 0.0235 -0.0314 0.1278 0.24
H 0.2290 -1.4261 3.1887 -0.0321 -0.0099 0.1421 0.24
O 2.1610 2.6473 -2.0757 -0.0994 0.1234 -0.0475 -0.79
S 2.2830 1.7422 -0.9514 2.4970 1.4466 -0.6594 1.31
O 1.5904 2.2666 0.2620 -0.3670 0.0013 0.2933 -0.62
O 1.6061 0.4267 -1.2784 -0.4103 -0.1587 -0.2095 -0.52
O 3.6744 1.4607 -0.6178 0.3515 -0.2995 0.1332 -0.84
N 2.7534 0.6060 2.0387 0.1026 -0.4864 -0.1769 -0.36
C 2.6033 -0.6110 1.4201 -0.7124 0.6361 0.7026 0.57
C 3.6511 -1.5244 1.3931 0.3960 -1.4665 -0.4881 -1.10
C 3.4448 -2.8131 0.8951 -0.1361 1.4396 0.3777 -0.28
C 2.1617 -3.1389 0.4611 -0.0115 -0.4054 -0.0021 -1.01
C 1.1716 -2.1861 0.5099 0.0763 0.8013 0.1933 -0.41
N 1.3675 -0.9171 0.9524 1.4272 -1.9436 0.3596 1.17
H 3.7212 0.8978 2.0684 -0.0751 -0.0030 -0.0816 0.34
H 2.1977 1.3435 1.5759 0.0884 0.1615 0.1727 0.32
H 4.6253 -1.1931 1.7235 0.0415 -0.0470 0.0279 0.32
H 4.2590 -3.5215 0.8375 0.0377 -0.0372 0.0224 0.38
H 1.9387 -4.1273 0.0815 -0.0587 0.0342 -0.0141 0.40
H 0.1609 -2.3992 0.1891 -0.0647 0.0276 -0.1020 0.38
```
Forces are in eV/Å.

The HOMO energy (alpha / beta) comes out at -1.756 / -1.842 eV. Its charge is -2. The spin multiplicity is 5. Its energy relative to the best compared isomer or geometry (same formula, charge and spin) is 2.612 eV. The frontier orbital gap (alpha / beta) is 6.2 / 6.3 eV.